A) Formula: C4H10N2O2
Source: OMol25
Level of theory: wB97M-V/def2-TZVPD

Calculated values
- Net charge: 0
- Gap between HOMO and LUMO: 10.042 eV
- LUMO level: 0.8 eV
- HOMO: -9.245 eV

Cartesian coordinates (Å):
O1 1.52153 2.00652 0.91491
O2 -0.21068 -2.49597 -0.74570
N1 1.24807 -0.65965 1.09191
N2 -0.72814 2.35001 0.79873
C1 0.40708 1.57030 0.75686
C2 0.03566 -0.03465 -1.00622
C3 0.10024 0.07125 0.61711
C4 -0.74136 -1.28640 -1.31726
H1 -0.62495 3.29412 1.13814
H2 1.52968 -0.36076 2.01462
H3 -1.75241 -1.25670 -0.89128
H4 1.23385 -1.61613 0.80007
H5 0.95204 -0.21115 -1.55272
H6 -0.86886 -1.52049 -2.40712
H7 -0.37918 0.90159 -1.40233
H8 -0.90526 -0.18061 0.92589
H9 0.75019 -2.46109 -0.84643
H10 -1.56750 1.88980 1.11083


B) Formula: C4H10N2O2
Source: OMol25
Level of theory: wB97M-V/def2-TZVPD

Calculated values
- Net charge: 0
- Gap between HOMO and LUMO: 9.466 eV
- LUMO level: 0.7 eV
- HOMO: -8.723 eV

Cartesian coordinates (Å):
O1 0.53907 1.97241 0.96693
O2 1.31631 0.28628 -2.08062
N1 1.16381 1.27453 -1.07690
N2 -1.41894 0.76734 -0.26126
C1 -0.14008 -0.54633 1.88776
C2 -0.06325 -1.47171 -0.44830
C3 0.34591 1.13787 0.06805
C4 -0.18514 -0.25710 0.42255
H1 -1.84636 1.48509 0.29579
H2 0.57187 -1.32481 2.13371
H3 -1.99597 0.24914 -0.91261
H4 -0.49755 -2.34560 0.04174
H5 2.05794 1.70903 -0.86616
H6 1.00700 -1.65919 -0.62290
H7 -0.56453 -1.33538 -1.40111
H8 0.78030 0.58600 -2.82940
H9 -1.15450 -0.86151 2.18925
H10 0.08412 0.33394 2.49348


Q: Which of them is the least stable? A: B).


A) Formula: C4H10N2O2
Source: OMol25
Level of theory: wB97M-V/def2-TZVPD

Calculated values
- Net charge: 0
- Gap between HOMO and LUMO: 9.522 eV
- LUMO level: 0.8 eV
- HOMO: -8.749 eV

Cartesian coordinates (Å):
O1 1.94739 -0.81532 0.28830
O2 0.19973 -2.21655 0.79850
N1 -1.52030 -0.87686 -0.42453
N2 0.59973 -0.81963 0.76839
C1 1.27182 1.25965 -1.44120
C2 0.06354 0.83403 -0.99104
C3 -1.16005 0.92686 1.16963
C4 -0.52553 0.01393 0.12309
H1 -1.58398 0.35615 2.00496
H2 -0.75105 1.38444 -1.47983
H3 -1.77740 -1.50755 0.33389
H4 -1.96135 1.53674 0.73338
H5 1.30111 2.09736 -2.13312
H6 2.17519 0.67060 -1.37775
H7 0.79512 -2.57978 0.11597
H8 -1.06574 -1.47818 -1.10498
H9 -0.41585 1.63625 1.56265
H10 2.40761 -0.42214 1.05370


B) Formula: C4H10N2O2
Source: OMol25
Level of theory: wB97M-V/def2-TZVPD

Calculated values
- Net charge: 0
- Gap between HOMO and LUMO: 5.083 eV
- LUMO level: -4.0 eV
- HOMO: -9.068 eV

Cartesian coordinates (Å):
O1 1.52991 -1.39200 -0.37238
O2 -2.27939 -0.76019 0.25122
N1 -0.59193 0.81373 0.85548
N2 2.30497 0.80665 -0.21879
C1 -2.06416 -0.86725 -1.09086
C2 -0.55445 1.63208 -0.31784
C3 0.52729 0.06730 1.19723
C4 1.55866 -0.24062 0.03394
H1 -0.98318 -0.94807 -1.34851
H2 0.12766 2.45908 -0.20336
H3 -1.46269 0.16751 0.83076
H4 -0.18634 1.05072 -1.16765
H5 0.17997 -0.89738 1.58644
H6 1.14712 0.53756 1.96818
H7 2.75522 0.63738 -1.11918
H8 -1.55263 2.04222 -0.45407
H9 -2.47065 -0.06618 -1.70545
H10 -2.47714 -1.81771 -1.46324


C) Formula: C4H10N2O2
Source: OMol25
Level of theory: wB97M-V/def2-TZVPD

Calculated values
- Net charge: 0
- Gap between HOMO and LUMO: 6.266 eV
- LUMO level: -2.8 eV
- HOMO: -9.099 eV

Cartesian coordinates (Å):
O1 2.30353 -1.16236 0.06566
O2 -2.37043 -0.21069 -0.31547
N1 -0.67905 0.49680 1.67860
N2 3.31617 0.72732 -0.64180
C1 -0.17610 0.18920 0.33279
C2 0.98113 0.81973 -0.07493
C3 -1.44884 0.60113 -0.62830
C4 2.21809 0.02168 -0.18206
H1 4.14651 0.16428 -0.50626
H2 -1.10369 0.57507 -1.69137
H3 -0.00436 -0.87427 0.20017
H4 -4.26862 -3.63912 -0.57131
H5 3.42767 1.66568 -0.28321
H6 -1.59698 0.05988 1.71551
H7 -0.06365 0.05647 2.35039
H8 1.00887 1.76838 -0.60335
H9 -1.61530 1.68364 -0.45411
H10 -4.07494 -2.94281 -0.39095


D) Formula: C4H10N2O2
Source: OMol25
Level of theory: wB97M-V/def2-TZVPD

Calculated values
- Net charge: 0
- Gap between HOMO and LUMO: 6.086 eV
- LUMO level: -1.9 eV
- HOMO: -7.954 eV

Cartesian coordinates (Å):
O1 0.49909 0.56586 1.50706
O2 2.64524 -1.35726 -1.54898
N1 0.69086 -2.01178 -0.15493
N2 -1.18151 1.32229 0.08302
C1 -0.23456 -1.04778 -0.39715
C2 -0.27198 0.52739 0.39518
C3 0.43460 0.05068 -1.06503
C4 -2.15078 1.60714 1.17086
H1 3.30341 -1.61148 -2.20021
H2 -1.27126 -1.34538 -0.27161
H3 0.02207 0.69612 -1.82467
H4 -3.11863 1.23080 0.86519
H5 -2.17697 2.68745 1.31504
H6 -1.88434 1.12803 2.11208
H7 1.50044 -1.99244 -0.90081
H8 1.10140 -1.94045 0.77564
H9 0.58865 1.49962 1.00579
H10 1.50429 -0.00878 -0.86648


Q: Which of them is the least stable? A: D).


A) Formula: C4H10N2O2
Source: OMol25
Level of theory: wB97M-V/def2-TZVPD

Calculated values
- Net charge: 0
- Gap between HOMO and LUMO: 10.544 eV
- LUMO level: 0.7 eV
- HOMO: -9.828 eV

Cartesian coordinates (Å):
O1 0.66835 1.61797 -1.28638
O2 1.61786 -0.26724 -2.10680
N1 -1.93192 -0.69228 1.26122
N2 -1.49006 1.27923 0.32781
C1 1.33565 -0.41190 0.79815
C2 0.47175 0.25537 -1.49969
C3 -1.06330 0.09844 0.45971
C4 0.15723 -0.49943 -0.17767
H1 1.58092 0.63168 0.98886
H2 1.09556 -0.89185 1.74613
H3 -0.09862 1.92355 -0.75671
H4 -1.82300 -1.69555 1.22499
H5 2.33822 0.33713 -1.88424
H6 -2.40807 1.08899 0.98769
H7 -0.36572 0.08209 -2.19764
H8 -2.25613 -0.41124 2.17903
H9 -0.03644 -1.54573 -0.43199
H10 2.20773 -0.89922 0.36753


B) Formula: C4H10N2O2
Source: OMol25
Level of theory: wB97M-V/def2-TZVPD

Calculated values
- Net charge: 0
- Gap between HOMO and LUMO: 5.119 eV
- LUMO level: -2.5 eV
- HOMO: -7.576 eV

Cartesian coordinates (Å):
O1 -1.39097 0.68589 -1.79264
O2 -2.67766 0.59013 0.05197
N1 3.20226 -0.07863 0.48048
N2 -0.83393 -0.67792 1.52845
C1 -1.61161 0.32824 -0.47520
C2 1.87250 0.30674 0.74522
C3 -0.53577 -0.35289 0.11527
C4 0.85148 -0.47544 -0.17981
H1 -0.92146 -1.66283 1.73309
H2 -2.25301 0.99472 -2.10394
H3 1.72622 1.36699 0.54740
H4 3.69383 0.66228 -0.00657
H5 0.94921 -0.09527 -1.18587
H6 -1.74590 -0.24654 1.69840
H7 4.30838 -1.59806 -1.50642
H8 1.51258 0.28364 1.82358
H9 4.04426 -1.69765 -2.20156
H10 1.14402 -1.50398 0.01123


Q: Which of them is the least stable? A: B).


A) Formula: C6H10N
Source: OMol25
Level of theory: wB97M-V/def2-TZVPD

Calculated values
- Net charge: +1
- Gap between HOMO and LUMO: 8.455 eV
- LUMO level: -6.3 eV
- HOMO: -14.801 eV

Cartesian coordinates (Å):
N1 -1.73966 -0.58563 0.42386
C1 -0.67708 1.25541 -0.44819
C2 1.73293 0.73455 0.30612
C3 0.21528 -1.74870 -0.27405
C4 -0.32360 -0.71713 0.72447
C5 -1.95076 0.44233 -0.26646
C6 0.35825 0.47583 0.22842
H1 2.00373 0.94690 1.32599
H2 0.04159 -2.73321 0.13970
H3 -0.59824 1.80181 -1.41489
H4 1.27431 -1.61695 -0.66250
H5 -0.46983 -1.52681 -1.15007
H6 2.27520 -0.19925 -0.07609
H7 -3.04073 0.57701 -0.47351
H8 -0.85353 2.20337 0.06849
H9 -0.30532 -0.88241 1.88975
H10 2.05745 1.57288 -0.34107


B) Formula: C6H10N
Source: OMol25
Level of theory: wB97M-V/def2-TZVPD

Calculated values
- Net charge: +1
- Gap between HOMO and LUMO: 10.556 eV
- LUMO level: -3.8 eV
- HOMO: -14.336 eV

Cartesian coordinates (Å):
N1 0.02236 1.93082 -0.23714
C1 0.10008 -0.66627 -1.00323
C2 -1.15763 -0.52231 -0.25406
C3 -0.06692 0.45360 -0.01588
C4 1.03215 -0.30728 0.98345
C5 1.11489 -1.37400 -0.13985
C6 -2.24273 -0.85896 0.30750
H1 2.13111 -1.36828 -0.63949
H2 -2.82823 -1.76463 -0.06060
H3 0.79489 2.12424 0.43794
H4 -0.78422 2.49413 0.01296
H5 0.28832 -0.34726 -1.98183
H6 -2.66655 -0.10772 0.98271
H7 1.86527 0.34474 1.31966
H8 0.86128 -2.37810 0.17674
H9 0.52796 -0.70948 1.85191
H10 0.44751 2.20585 -1.14602


C) Formula: C6H10N
Source: OMol25
Level of theory: wB97M-V/def2-TZVPD

Calculated values
- Net charge: +1
- Gap between HOMO and LUMO (spin up / spin down): 8.339 / 8.340 eV
- LUMO level (spin up / spin down): -4.5 / -4.5 eV
- HOMO (spin up / spin down): -12.877 / -12.877 eV

Cartesian coordinates (Å):
N1 1.47518 1.21279 -0.35967
C1 -1.01977 1.46372 0.23018
C2 -1.17021 0.21329 -0.62684
C3 0.31493 0.97208 0.57360
C4 1.62483 -1.38255 0.07711
C5 -1.98255 -0.85229 -0.02786
C6 0.94622 -0.10727 0.04596
H1 2.07466 -1.57968 -0.89673
H2 -2.25534 -1.57214 -0.79714
H3 2.42672 -1.37222 0.81938
H4 -0.95825 2.40793 -0.30989
H5 -2.88711 -0.44303 0.43100
H6 -1.73684 1.54262 1.04637
H7 -1.45743 -1.38825 0.76272
H8 2.34677 1.56923 0.03675
H9 0.94079 -2.19307 0.32090
H10 1.31739 1.50884 -1.32583


D) Formula: C6H10N
Source: OMol25
Level of theory: wB97M-V/def2-TZVPD

Calculated values
- Net charge: +1
- Gap between HOMO and LUMO (spin up / spin down): 9.211 / 9.212 eV
- LUMO level (spin up / spin down): -4.4 / -4.4 eV
- HOMO (spin up / spin down): -13.636 / -13.636 eV

Cartesian coordinates (Å):
N1 -0.12152 -0.77877 -0.45800
C1 0.42306 0.47431 -1.08909
C2 -1.90281 1.02487 0.24461
C3 -0.55144 0.46862 0.10298
C4 0.42445 -1.86952 0.29488
C5 1.75227 0.90343 -0.42178
C6 1.46929 1.13112 0.84283
H1 -1.97205 1.45253 1.25883
H2 -2.24978 1.83434 -0.36639
H3 1.62553 1.23375 1.81636
H4 2.75082 1.06910 -0.79352
H5 1.48160 -1.60179 0.78599
H6 0.09890 0.46515 -2.12888
H7 -0.34009 -1.85074 1.17242
H8 -0.86878 -1.25887 -1.18972
H9 -2.59567 0.09939 0.26207
H10 0.57624 -2.79692 -0.33358


Q: Which of them is the least stable? A: D).


A) Formula: C6H10N
Source: OMol25
Level of theory: wB97M-V/def2-TZVPD

Calculated values
- Net charge: +1
- Gap between HOMO and LUMO (spin up / spin down): 6.715 / 6.713 eV
- LUMO level (spin up / spin down): -5.8 / -5.8 eV
- HOMO (spin up / spin down): -12.510 / -12.506 eV

Cartesian coordinates (Å):
N1 -2.74346 0.10423 -0.66418
C1 1.45764 -1.21016 0.06318
C2 3.30403 0.39600 -0.28529
C3 2.77129 -0.93815 -0.27424
C4 -0.60090 0.11635 1.05473
C5 2.56688 1.45637 -0.06954
C6 0.58147 -0.25525 0.45320
H1 -0.92506 -0.54382 1.86546
H2 4.36012 0.46246 -0.54360
H3 -3.46682 -0.47680 -0.25139
H4 2.57831 2.50004 0.12559
H5 1.12724 -2.24146 -0.03317
H6 3.44271 -1.75689 -0.48437
H7 -2.58127 -0.19905 -1.61748
H8 -0.66340 1.16188 1.35326
H9 -1.45888 0.05542 0.23271
H10 -3.06148 1.06720 -0.67827


B) Formula: C6H10N
Source: OMol25
Level of theory: wB97M-V/def2-TZVPD

Calculated values
- Net charge: +1
- Gap between HOMO and LUMO: 11.163 eV
- LUMO level: -3.1 eV
- HOMO: -14.268 eV

Cartesian coordinates (Å):
N1 -1.55989 -1.17597 0.14716
C1 0.68907 0.32921 -0.34588
C2 -0.47244 -0.10699 0.47251
C3 1.01223 1.57350 -1.04202
C4 0.80337 -0.28313 1.05484
C5 1.54391 -0.91805 -0.19622
C6 -1.92319 0.11544 0.65342
H1 2.06035 1.87687 -1.26686
H2 2.55478 -0.64774 -0.26858
H3 0.50717 1.55637 -1.96909
H4 -2.03347 -1.45497 -0.65264
H5 1.30869 -1.94636 -0.58738
H6 1.31435 -0.19963 2.05369
H7 0.51510 2.39671 -0.37623
H8 -2.37771 0.71591 -0.03981
H9 -1.44308 -1.91574 0.80312
H10 -2.49925 0.08460 1.55998


C) Formula: C6H10N
Source: OMol25
Level of theory: wB97M-V/def2-TZVPD

Calculated values
- Net charge: +1
- Gap between HOMO and LUMO: 9.038 eV
- LUMO level: -5.2 eV
- HOMO: -14.248 eV

Cartesian coordinates (Å):
N1 1.32289 0.31207 0.46421
C1 1.90173 -0.97194 0.34549
C2 0.21186 0.50533 -0.54697
C3 -1.22571 0.99507 -0.78723
C4 1.55770 1.08743 1.42903
C5 -2.36319 0.22570 -0.12453
C6 -0.25101 0.28033 -1.72433
H1 -2.58903 0.44392 0.99238
H2 2.88503 -1.01845 -0.30368
H3 -3.23396 0.46982 -0.73708
H4 -1.36646 1.98952 -0.75079
H5 1.03010 2.05143 1.33353
H6 -0.10172 0.17548 -2.79256
H7 2.48162 0.75551 2.03584
H8 1.23950 -1.56291 -0.16287
H9 -2.26661 -0.86393 -0.26526
H10 2.08736 -1.49647 1.24876


D) Formula: C6H10N
Source: OMol25
Level of theory: wB97M-V/def2-TZVPD

Calculated values
- Net charge: +1
- Gap between HOMO and LUMO: 9.686 eV
- LUMO level: -4.7 eV
- HOMO: -14.339 eV

Cartesian coordinates (Å):
N1 1.29912 -0.01861 -0.06162
C1 0.40701 -0.90581 0.64243
C2 -0.64236 1.33256 0.70516
C3 0.28422 0.96393 -0.45541
C4 -1.99037 -0.57807 -0.54094
C5 2.51186 -0.18049 -0.39589
C6 -0.78100 -0.06159 0.11123
H1 -2.47917 -0.92910 0.34347
H2 0.51066 -2.10612 0.51605
H3 -1.87948 -1.45051 -1.28966
H4 3.10035 -1.02287 -0.03292
H5 -0.26990 1.43816 1.75038
H6 -2.52610 0.31850 -1.10681
H7 3.06275 0.45725 -1.01720
H8 -1.48928 2.03432 0.51160
H9 0.18873 1.44481 -1.41942
H10 0.69294 -0.73636 1.73954


Q: Which of them is the least stable? A: A).


A) Formula: C6H10N
Source: OMol25
Level of theory: wB97M-V/def2-TZVPD

Calculated values
- Net charge: +1
- Gap between HOMO and LUMO: 11.001 eV
- LUMO level: -3.3 eV
- HOMO: -14.337 eV

Cartesian coordinates (Å):
N1 0.46258 0.57019 -0.34391
C1 1.01052 -0.51933 0.49884
C2 -0.61600 -0.29489 0.14600
C3 -3.23974 -0.39143 -0.02742
C4 -1.95394 -0.31249 0.02661
C5 0.56251 1.96943 0.08521
C6 1.77230 -1.63091 -0.13304
H1 0.28425 2.63582 -0.72882
H2 -3.87896 0.09804 0.68934
H3 1.58538 2.18852 0.39136
H4 1.23792 -0.21483 1.50953
H5 2.72036 -1.76218 0.38325
H6 1.97410 -1.43374 -1.18644
H7 -0.10754 2.14543 0.92586
H8 0.69040 0.46334 -1.33796
H9 -3.73145 -0.93647 -0.81758
H10 1.22731 -2.57451 -0.08082


B) Formula: C6H10N
Source: OMol25
Level of theory: wB97M-V/def2-TZVPD

Calculated values
- Net charge: +1
- Gap between HOMO and LUMO: 10.388 eV
- LUMO level: -3.5 eV
- HOMO: -13.844 eV

Cartesian coordinates (Å):
N1 0.35284 0.32673 -0.19813
C1 -1.91638 -0.54715 0.36876
C2 1.59796 1.03718 0.26818
C3 0.69220 -1.02134 -0.78029
C4 -0.78520 0.44272 0.71719
C5 -1.85952 0.61756 -0.59491
C6 -0.58911 1.16592 -0.94567
H1 -0.70018 0.88768 1.66802
H2 1.72690 -0.85264 -1.26041
H3 -1.59483 -1.52265 0.04402
H4 -2.83137 -0.67693 1.09092
H5 0.81285 -1.89020 -0.10358
H6 0.23015 -1.39196 -1.69422
H7 2.04701 0.40170 1.09560
H8 -2.75127 1.34564 -0.80900
H9 1.18129 1.93019 0.82697
H10 1.97281 1.23672 -0.77806


C) Formula: C6H10N
Source: OMol25
Level of theory: wB97M-V/def2-TZVPD

Calculated values
- Net charge: +1
- Gap between HOMO and LUMO: 8.391 eV
- LUMO level: -5.8 eV
- HOMO: -14.145 eV

Cartesian coordinates (Å):
N1 -1.39178 0.10770 0.17036
C1 1.79585 1.78937 -1.01034
C2 -0.79929 1.06471 -0.74159
C3 0.71361 0.97580 -0.75868
C4 -0.78867 -0.98589 0.53362
C5 0.62982 -1.22384 0.03037
C6 -1.44204 -1.83238 1.56556
H1 2.71186 1.31553 -1.32825
H2 -2.11522 -2.52293 0.89719
H3 0.99763 -1.82038 -0.81535
H4 -1.24488 2.02202 -0.34536
H5 -0.62903 -2.32710 2.21356
H6 1.68226 2.73634 -1.53230
H7 -1.16678 0.68431 -1.71051
H8 1.34942 -0.91784 0.77154
H9 1.87405 2.11951 0.04156
H10 -2.17683 -1.18493 2.01863


Q: Which of them is the least stable? A: B).